1.
Below is 6 unconnected molecules or ions with the total composition C35H33N2O15P in a non-equilibrium geometry, with properties calculated with the ωB97M-V functional and the def2-TZVPD basis.

```
86
Properties=species:S:1:pos:R:3:forces:R:3:mulliken_charge:R:1
C -1.46608 1.68413 1.05744 0.054 0.094 0.115 -1.224
C -0.95318 0.58150 0.12514 0.380 0.138 0.420 -0.412
C -0.12270 -0.51724 0.83613 -0.602 0.500 -0.357 0.265
C -0.70229 -1.89875 0.56404 0.894 0.009 0.361 -0.689
N -1.74003 -2.28277 1.50770 0.374 0.838 0.265 -0.505
O -3.00327 -2.18158 0.85730 -0.224 -0.942 0.052 0.201
C -3.87878 -1.44618 1.54324 0.379 0.174 0.618 0.306
O -3.66875 -0.66483 2.40157 -0.013 0.223 0.323 -0.421
O -5.15021 -1.75072 1.12319 -0.095 -0.359 -0.767 -0.272
P -5.53607 -1.26686 -0.36403 0.119 1.979 -0.327 0.642
N -5.31400 0.22749 -0.68905 0.078 -0.340 0.693 -0.491
O -4.72654 -2.20421 -1.34118 -0.657 -0.709 -0.305 -0.263
O -7.04896 -1.69137 -0.53313 0.071 -0.734 0.419 -0.486
H -0.90833 2.61119 0.93603 0.060 0.097 -0.104 0.305
H -1.37178 1.41607 2.10652 -0.122 -0.198 0.117 0.472
H -2.50767 1.91008 0.85880 -0.137 0.064 0.051 0.032
H -1.78491 0.11255 -0.39350 -0.153 0.032 -0.093 0.126
H -0.33753 1.04842 -0.63932 -0.043 -0.055 -0.262 0.673
H 0.90653 -0.48688 0.49230 0.013 -0.062 -0.066 -0.844
H -0.11536 -0.31067 1.90376 0.029 -0.224 0.190 0.584
H 0.10171 -2.62965 0.66445 -0.073 -0.249 -0.033 0.654
H -1.05985 -1.92568 -0.46118 -0.097 -0.266 -0.101 0.289
H -1.62710 -3.23881 1.81406 -0.437 -0.300 -0.438 0.309
H -4.93347 0.74782 0.09387 0.045 0.276 -0.220 0.228
H -4.84803 -1.82179 -2.22378 0.378 -0.088 -0.089 0.295
H -7.55592 -1.13133 0.07174 -0.297 0.006 -0.253 0.312
C -3.45896 4.64767 -0.29360 -0.002 0.016 0.011 -0.164
C -4.40675 5.56548 -0.12842 0.016 -0.015 0.001 -0.403
C -5.59794 5.61217 -1.01533 0.006 -0.030 -0.008 0.337
O -6.45992 6.45033 -0.86457 -0.025 0.035 0.011 -0.560
C -5.69046 4.59398 -2.09127 0.019 -0.004 -0.003 -0.384
C -4.74329 3.67570 -2.25696 -0.029 0.008 -0.014 -0.281
C -3.55191 3.62944 -1.37207 -0.080 -0.018 -0.011 0.320
O -2.69148 2.79109 -1.52009 0.088 0.037 -0.140 -0.502
H -2.58327 4.59480 0.34066 0.010 -0.032 -0.012 0.379
H -4.36014 6.31613 0.65024 -0.033 0.016 -0.010 0.415
H -6.56739 4.64541 -2.72367 -0.015 0.025 0.018 0.398
H -4.79117 2.92278 -3.03252 0.022 -0.044 0.037 0.429
C 2.61214 -4.09736 -2.22132 -0.031 -0.002 -0.013 -0.532
C 1.71375 -3.13667 -2.02144 -0.089 -0.084 -0.016 -0.020
C 0.48279 -3.05724 -2.85160 0.106 -0.056 -0.032 0.156
O -0.34177 -2.18598 -2.67988 -0.069 0.031 -0.032 -0.596
C 0.29546 -4.08823 -3.90543 0.103 0.056 -0.055 -0.347
C 1.19587 -5.04653 -4.10132 0.032 0.135 -0.056 -0.477
C 2.42701 -5.12725 -3.27346 -0.015 0.082 0.021 0.365
O 3.24571 -6.00248 -3.45167 0.018 -0.083 -0.008 -0.581
H 3.51607 -4.17712 -1.63072 0.007 -0.028 -0.010 0.455
H 1.83737 -2.38084 -1.25892 -0.019 0.067 -0.036 0.523
H -0.60873 -4.01001 -4.49662 -0.021 0.036 0.002 0.561
H 1.08035 -5.80687 -4.86347 0.027 -0.021 0.006 0.491
C 5.82061 0.20282 1.22958 0.023 -0.014 0.010 -0.484
C 4.89367 -0.50183 0.58822 -0.014 0.001 0.000 -0.505
C 3.69412 0.15425 0.00907 0.028 0.087 0.000 0.305
O 2.84496 -0.48710 -0.57413 0.178 -0.032 -0.040 -0.445
C 3.56510 1.62289 0.16956 -0.004 0.004 0.001 -0.297
C 4.49135 2.32954 0.81111 -0.038 0.034 -0.011 -0.341
C 5.69008 1.67277 1.38913 -0.110 0.072 -0.072 0.370
O 6.53224 2.32223 1.97126 0.131 -0.257 -0.053 -0.604
H 6.70346 -0.25151 1.66078 0.011 0.028 0.008 0.434
H 4.96559 -1.57421 0.45816 -0.026 -0.002 -0.012 0.429
H 2.68131 2.07634 -0.26154 -0.015 -0.035 -0.007 0.486
H 4.42262 3.40322 0.94363 0.050 0.001 0.029 0.523
C 6.87750 4.71791 5.19381 -0.026 0.031 -0.025 -0.425
C 6.39716 4.70768 3.95264 0.024 -0.036 -0.021 -0.333
C 5.60925 5.85150 3.42893 0.013 -0.008 0.045 0.356
O 5.16212 5.84277 2.30052 -0.058 -0.022 -0.026 -0.543
C 5.38094 7.00617 4.33483 0.001 0.021 -0.009 -0.345
C 5.86358 7.01434 5.57363 -0.008 -0.001 -0.016 -0.413
C 6.65133 5.86961 6.10216 -0.001 -0.011 -0.025 0.352
O 7.09053 5.88073 7.23121 0.009 0.007 0.039 -0.543
H 7.45339 3.89565 5.59930 0.007 0.015 0.026 0.444
H 6.54741 3.88041 3.26598 -0.012 0.195 0.128 0.685
H 4.80407 7.82796 3.92967 -0.001 -0.015 -0.029 0.419
H 5.70943 7.84343 6.25241 0.019 -0.017 0.029 0.401
C -0.73842 -6.63325 -1.94093 -0.094 -0.105 0.030 -0.329
C -1.38461 -6.91135 -3.06959 -0.074 -0.067 0.147 -0.511
C -2.62010 -6.17777 -3.45240 0.034 0.005 0.107 0.193
O -3.20762 -6.43280 -4.48029 -0.001 -0.002 -0.099 -0.566
C -3.10343 -5.12212 -2.52701 0.027 -0.031 -0.045 -0.222
C -2.45758 -4.84530 -1.39865 0.014 0.090 0.120 -0.072
C -1.22452 -5.57694 -1.01655 -0.089 -0.035 -0.134 0.259
O -0.63320 -5.31983 0.01111 0.069 0.057 0.094 -0.583
H 0.16255 -7.15446 -1.64233 0.026 0.010 0.022 0.518
H -1.04900 -7.67607 -3.75851 -0.018 -0.003 -0.027 0.482
H -4.00311 -4.59828 -2.82273 -0.013 -0.013 0.000 0.513
H -2.79352 -4.07782 -0.71074 -0.011 0.019 -0.041 0.323
```
Forces are in eV/Å.

LUMO (eV): -1.93
Kohn-Sham gap (eV): 7.587
Net charge: 0
Structure (SMILES): CCCCNOC(=O)OP(=N)(O)O.O=C1C=CC(=O)C=C1.O=C1C=CC(=O)C=C1.O=C1C=CC(=O)C=C1.O=C1C=CC(=O)C=C1.O=C1C=CC(=O)C=C1



2.
Below is a molecular structure, C35H34AlF9N7P in a non-equilibrium geometry, with properties calculated with the ωB97M-V functional and the def2-TZVPD basis.

```
87
Properties=species:S:1:pos:R:3:forces:R:3:mulliken_charge:R:1
Al -0.42790 1.30709 -1.45117 -0.748 -0.144 0.483 -1.547
N 0.96494 1.06907 -7.67755 0.220 1.107 1.958 -0.355
C 0.88896 1.48411 -6.39710 -0.204 0.789 -0.350 0.512
N 1.55666 2.60252 -6.04086 0.470 -0.308 -1.821 -0.303
N 0.07936 0.82396 -5.51795 1.077 0.262 -2.543 -0.644
C 0.16941 1.13463 -4.31704 -0.267 -0.868 -1.483 1.360
N 0.20655 1.25794 -3.18114 0.036 0.646 3.495 -0.176
H 1.46265 1.55961 -8.40124 0.075 0.041 0.112 0.210
H 0.54823 0.20847 -7.88594 -0.706 -1.220 -0.476 0.232
H 2.09250 3.07518 -6.78392 -0.369 -0.295 0.899 0.221
H 1.57788 3.02443 -5.13015 -0.274 -0.173 0.124 0.138
N -1.52841 -0.26388 -1.29291 1.748 2.233 -1.281 -0.382
C -2.09713 -1.15634 -0.86928 -2.351 -3.622 2.224 0.782
N -2.71889 -2.18393 -0.32342 2.012 0.251 -1.367 0.440
C -4.07088 -2.14713 0.24781 -0.694 0.947 -1.492 -0.297
C -4.40418 -3.48720 0.77622 -1.174 -1.524 -0.031 -1.152
C -4.36707 -4.58137 -0.35088 -1.356 1.297 1.204 -0.734
C -3.06636 -4.56145 -1.06635 1.437 -0.716 -1.337 -0.760
C -2.09144 -3.55692 -0.47678 2.042 0.440 -1.401 -0.524
H -4.80654 -1.89922 -0.53923 0.342 -0.287 -0.104 0.323
H -4.14283 -1.28478 0.86939 0.096 0.259 1.253 0.359
H -5.45049 -3.48531 1.09350 0.154 0.271 0.242 0.474
H -3.82793 -3.81094 1.63475 0.316 0.177 0.175 0.342
H -5.17567 -4.32603 -1.02754 -0.134 0.051 -0.256 0.318
H -4.70476 -5.49047 0.12722 0.484 -0.534 -0.106 0.389
H -3.16652 -4.42863 -2.18282 -0.081 0.354 1.155 0.309
H -2.50285 -5.50133 -1.03824 -0.288 -0.145 0.295 0.423
H -1.22258 -3.51588 -1.23915 -1.245 0.455 1.255 0.272
H -1.59607 -3.85744 0.47633 -0.811 0.223 -0.490 0.330
C -3.82624 1.63670 -0.61360 0.482 -0.998 0.571 -1.302
C -2.78101 2.72097 -0.40547 -1.749 -1.307 -0.450 0.961
C -2.99344 3.86931 0.28415 1.353 -0.659 0.130 -0.799
C -1.73618 4.53759 0.30553 -0.499 0.315 -0.504 -1.217
C -0.87847 3.84327 -0.46499 1.141 -0.856 -1.528 0.783
C 0.44498 4.22104 -1.11529 -0.157 0.413 1.725 -0.970
N -1.52871 2.69589 -0.97446 1.112 -0.155 0.727 0.808
H -3.89295 0.82172 0.23323 0.161 1.666 -1.535 -0.061
H -3.71744 1.15045 -1.58263 0.456 -0.352 0.070 0.334
H -4.78455 2.09249 -0.77647 -0.624 0.341 0.665 0.545
H -3.90571 4.08844 0.76554 -0.673 0.480 0.463 0.579
H -1.53873 5.52589 0.59267 0.174 1.082 0.803 0.598
H 1.05063 4.88295 -0.47303 -0.413 -0.116 -0.210 0.336
H 0.27990 4.70750 -2.04143 -0.229 0.670 -0.987 0.337
H 1.12992 3.41153 -1.32669 0.108 -0.814 0.014 0.045
F 4.45221 -5.13949 -0.65921 0.890 -0.149 -0.043 -0.241
C 3.90324 -4.81133 0.50481 -1.104 -0.308 -0.056 0.702
F 2.91910 -5.74016 0.69147 0.515 0.429 0.445 -0.256
F 4.79190 -4.90558 1.52336 -0.750 0.025 -1.132 -0.259
C 3.26380 -3.43878 0.35760 -0.391 -0.319 -0.798 0.194
C 3.66983 -2.43947 1.18984 0.610 0.623 1.474 -0.542
C 3.11909 -1.15096 1.16775 1.312 0.752 0.952 -0.177
C 2.11406 -0.92532 0.24899 0.620 1.071 1.040 -0.627
C 1.73759 -1.92024 -0.58969 -0.769 -0.925 -2.388 0.375
C 2.31117 -3.17985 -0.65567 0.610 -0.216 1.381 -1.381
P 1.16529 0.61124 0.30845 -0.301 0.425 0.356 2.008
C -0.06550 0.26470 1.56791 -0.266 -1.056 0.328 -0.145
C -0.92674 1.27853 2.00367 1.175 0.212 -0.401 -0.794
C -1.91662 0.93121 2.88993 -1.515 1.681 0.056 -0.527
C -2.03485 -0.30852 3.40923 0.155 -1.359 0.510 0.213
C -1.16682 -1.30730 2.99260 -0.653 -1.917 1.011 -0.567
C -0.19506 -1.07435 2.04145 0.026 1.202 0.188 -0.939
C -3.06476 -0.53469 4.52150 -0.446 -1.572 -2.084 0.738
F -3.40672 -1.86296 4.59657 0.142 0.754 -0.179 -0.275
F -2.61699 -0.19448 5.68285 0.453 0.678 1.388 -0.234
F -4.18806 0.14691 4.23640 0.054 -0.029 0.279 -0.265
C 2.30708 1.76828 1.05977 0.511 -0.013 -1.328 0.974
C 2.46933 1.85906 2.45033 -0.470 -0.327 -1.467 -0.430
C 3.66687 2.39509 2.87299 0.315 -0.055 1.387 -0.316
C 4.70362 2.78763 2.02429 -1.952 -0.147 0.732 0.073
C 4.46507 2.73804 0.65768 0.969 0.354 -0.928 -1.030
C 3.29132 2.21777 0.12613 -0.342 0.539 1.757 -0.989
C 6.01125 3.25888 2.64525 -2.350 -0.737 -1.412 0.729
F 6.14570 4.56301 2.44577 0.779 0.253 0.078 -0.230
F 6.92069 2.54409 2.00397 1.682 0.222 0.029 -0.245
F 6.03492 2.98944 3.93130 0.568 0.126 0.683 -0.261
H 4.42373 -2.73986 1.92254 -0.170 0.574 -0.145 0.555
H 3.52578 -0.30575 1.83585 -0.732 -1.703 -1.044 0.135
H 1.01445 -1.60343 -1.32453 -0.388 -0.458 -0.371 0.421
H 2.05020 -3.96584 -1.36332 -0.122 0.404 0.081 0.473
H -0.70459 2.33496 1.75171 -0.600 -0.668 -0.175 0.712
H -2.73945 1.58825 3.16355 0.602 0.621 -0.009 0.552
H -1.34124 -2.31366 3.45811 0.570 0.943 -0.620 0.441
H 0.53470 -1.84218 1.77750 -0.502 0.191 -0.030 0.272
H 1.68624 1.43491 3.11317 0.829 0.533 -0.327 0.315
H 3.79871 2.42127 3.95072 0.265 0.203 -0.131 0.488
H 5.24791 3.10096 -0.02076 -0.328 -0.174 0.236 0.390
H 3.12192 2.25546 -0.95348 0.052 -0.361 0.389 0.434
```
Forces are in eV/Å.

LUMO (eV): -4.99
Kohn-Sham gap (eV): 7.610
Net charge: +2
Energy above the lowest of the compared OMol25 structures with the same formula, charge and spin (kcal/mol): 31.8



3.
Below is a molecular structure, C35H34AsBN4O2STi in a non-equilibrium geometry, with properties calculated with the ωB97M-V functional and the def2-TZVPD basis.

```
79
Properties=species:S:1:pos:R:3:forces:R:3:mulliken_charge:R:1
Ti 1.54588 -0.21583 -0.23739 0.488 -0.657 0.219 -0.183
N 4.39155 -0.96543 3.12514 -0.221 -0.019 0.037 -0.469
C 3.67380 -0.72781 1.97649 0.018 -0.098 0.373 0.683
S 1.98669 -0.25847 2.18540 0.388 0.057 -0.244 -0.487
N 4.27407 -0.89785 0.85390 -0.317 0.037 -0.576 -1.505
N 3.43432 -0.66482 -0.23576 0.298 0.255 -0.050 1.389
C 3.95328 -1.02955 -1.44230 0.199 -0.043 0.301 -0.967
C 3.13349 -0.84783 -2.51619 -0.284 0.123 -0.241 0.880
C 3.52555 -0.99634 -3.88551 0.024 -0.142 0.147 -1.153
C 2.68765 -0.62998 -4.87070 -0.239 0.121 -0.223 -0.368
C 1.40104 -0.07436 -4.53573 0.193 -0.102 -0.460 -0.941
C 1.03670 0.02525 -3.24982 0.168 -0.128 0.604 -0.307
N 1.84548 -0.38944 -2.20001 0.396 0.251 -0.373 0.681
H 4.01460 -0.60185 3.98193 0.030 0.048 -0.016 0.235
H 5.39254 -0.96364 3.02711 0.036 0.016 -0.015 0.250
H 4.95507 -1.42636 -1.51344 0.047 0.034 0.111 0.349
H 4.51597 -1.37813 -4.10068 -0.022 -0.021 0.042 0.452
H 2.98752 -0.72554 -5.90658 -0.053 0.024 0.011 0.398
H 0.72578 0.27457 -5.30550 0.049 -0.024 -0.008 0.428
H 0.07928 0.44553 -2.97349 -0.007 0.021 0.093 0.408
C -0.02397 -7.14842 -1.58219 -0.001 0.033 0.008 -0.450
C 1.23447 -6.61295 -1.80402 -0.023 0.001 -0.007 -0.710
C 1.56207 -5.36886 -1.27304 -0.068 -0.086 -0.052 -0.296
C 0.63144 -4.66284 -0.52259 0.176 -0.053 -0.123 -0.121
C -0.63320 -5.20213 -0.30270 0.022 -0.135 -0.046 0.031
C -0.95908 -6.44115 -0.83139 0.017 0.025 -0.003 -0.744
As 1.21154 -2.98004 0.26863 -0.450 -0.513 0.285 0.578
C -0.30769 -1.89889 -0.41546 -0.368 -0.330 0.215 -0.054
C -0.83500 -2.22442 -1.66738 -0.005 0.090 -0.161 -0.233
C -1.85029 -1.47030 -2.23049 0.047 -0.068 0.003 -0.826
C -2.35157 -0.35784 -1.56341 -0.044 0.022 -0.031 -0.662
C -1.84621 -0.01988 -0.32274 0.072 0.100 0.062 -0.815
C -0.83925 -0.79483 0.25849 -0.293 -0.030 0.007 0.326
C 0.61000 -3.36640 2.08081 -0.023 0.064 -0.016 0.591
C -0.67426 -3.15305 2.56630 -0.030 -0.054 0.089 0.184
C -0.98330 -3.47056 3.88454 0.058 -0.006 -0.029 -0.941
C -0.01300 -4.01205 4.71764 0.002 0.023 -0.067 -0.481
C 1.26780 -4.23671 4.22918 -0.032 0.005 0.015 -0.751
C 1.57907 -3.90856 2.91782 -0.042 0.017 0.095 -0.585
H -0.28056 -8.11728 -1.99204 0.001 0.014 0.011 0.387
H 1.96376 -7.15979 -2.38814 -0.007 0.006 0.007 0.399
H 2.54535 -4.94943 -1.44468 0.039 0.014 -0.007 0.408
H -1.36372 -4.66148 0.28534 -0.006 0.016 0.027 0.316
H -1.94181 -6.86044 -0.65300 0.020 0.006 -0.013 0.404
H -0.44288 -3.07680 -2.20482 0.012 0.004 -0.059 0.523
H -2.24251 -1.74467 -3.20184 0.014 0.008 0.013 0.428
H -3.13179 0.24324 -2.01233 -0.001 -0.014 0.005 0.418
H -2.23152 0.83889 0.21184 0.036 0.011 0.005 0.505
H -0.52515 -0.56192 1.27161 0.088 0.047 0.040 0.533
H -1.44472 -2.73528 1.92887 0.022 -0.017 0.017 0.353
H -1.98392 -3.29212 4.25981 0.025 -0.009 -0.012 0.405
H -0.25260 -4.25340 5.74558 -0.001 -0.004 -0.020 0.398
H 2.02962 -4.65731 4.87371 -0.010 0.013 -0.007 0.413
H 2.58803 -4.05751 2.55198 0.042 0.001 -0.002 0.304
C -4.21224 6.04807 0.21789 -0.018 -0.002 -0.019 -1.567
C -2.91799 6.17317 1.03496 0.043 -0.014 -0.050 2.005
C -3.21179 5.74775 2.47327 -0.029 -0.031 0.028 -2.055
C -2.47714 7.64269 1.05874 0.053 0.032 -0.026 -1.618
C -1.83113 5.30782 0.38738 0.018 -0.094 0.034 0.480
C -1.36927 5.62991 -0.89418 0.041 -0.029 -0.044 -0.433
C -0.40476 4.87478 -1.56028 -0.104 0.163 -0.038 -1.926
C 0.08713 3.77322 -0.90109 0.204 -0.035 -0.273 1.178
O 1.00707 2.84832 -1.32696 0.192 -0.096 0.013 -0.419
B 1.14648 1.89338 -0.30430 -1.040 1.192 0.128 0.144
O 0.28252 2.29816 0.76856 0.195 0.120 -0.125 -0.219
C -0.35145 3.44336 0.35784 0.024 -0.274 0.288 0.349
C -1.30344 4.17953 1.02798 -0.100 0.163 0.042 -0.801
H -4.99365 6.68487 0.64240 0.027 -0.028 -0.007 0.428
H -4.57127 5.01593 0.22153 0.013 0.029 -0.012 0.356
H -4.05811 6.34703 -0.82112 -0.006 -0.004 0.049 0.335
H -3.95100 6.42469 2.90653 0.006 -0.020 -0.002 0.424
H -2.31557 5.78692 3.09648 -0.024 0.012 -0.016 0.420
H -3.62272 4.73630 2.52184 0.025 0.029 -0.004 0.364
H -3.26098 8.26093 1.50340 0.020 -0.012 -0.001 0.446
H -2.27857 8.02656 0.05633 -0.019 -0.022 0.051 0.314
H -1.56691 7.76329 1.65044 -0.022 -0.001 -0.019 0.388
H -1.77497 6.49733 -1.40187 0.015 -0.041 0.026 0.386
H -0.06219 5.13990 -2.55220 -0.006 -0.009 0.030 0.467
H -1.61349 3.87912 2.01961 0.008 0.015 -0.033 0.547
```
Forces are in eV/Å.

LUMO (alpha / beta) (eV): -0.31 / -0.29
Kohn-Sham gap (alpha / beta) (eV): 5.716 / 5.721
Net charge: 0
Energy above the lowest of the compared OMol25 structures with the same formula, charge and spin (kcal/mol): 11.6



| no. | total energy (a.u.) |
| --- | --- |
| 1 | -2932.8373 |
| 2 | -3219.6407 |
| 3 | -5231.9645 |